ORCA calculation (wB97M-V/def2-TZVPD) on an isolated molecule of C21H29N3O2.

Geometry as ORCA input:
```
! wB97M-V def2-TZVPD RIJCOSX def2/J DEFGRID3
* xyz 0 1
C 1.17130 4.99600 -2.43814
C 2.43468 4.38637 -1.84474
C 2.39036 2.85497 -1.83488
N 1.36102 2.37088 -0.95454
N 1.50742 2.52494 0.36025
C 0.40815 2.05469 0.91399
C -0.47816 1.56880 -0.06052
C -1.83774 0.97386 0.13134
N -2.07886 0.59681 1.51001
C -3.47830 0.40632 1.83705
C -4.05573 -0.89725 1.27397
C -3.22667 -2.08243 1.75943
C -1.74629 -1.88636 1.41878
C -0.89805 -2.96189 2.05899
O -1.24582 -3.50791 3.08636
C 0.38948 -3.32022 1.40731
C 0.98499 -4.51835 1.79468
C 2.18405 -4.91616 1.23210
C 2.81041 -4.11740 0.29799
C 2.23423 -2.90484 -0.08795
O 2.93912 -2.18154 -1.00199
C 2.45060 -0.91813 -1.37938
C 1.01731 -2.51613 0.45540
C -1.29046 -0.51310 1.98437
C 0.17243 1.79605 -1.26341
C -0.26530 1.51481 -2.65681
H 1.23139 6.08106 -2.41933
H 1.03880 4.67920 -3.47112
H 0.29781 4.69504 -1.86412
H 3.30557 4.70422 -2.42012
H 2.55870 4.72707 -0.81602
H 3.34941 2.47103 -1.47447
H 2.20510 2.47210 -2.83977
H 0.27768 2.07742 1.97638
H -1.96218 0.13162 -0.57456
H -2.58980 1.72631 -0.13475
H -4.04372 1.26711 1.47153
H -3.55413 0.38891 2.92885
H -5.09134 -1.00741 1.59850
H -4.05034 -0.86123 0.18155
H -3.58770 -3.00987 1.30851
H -3.32105 -2.18100 2.84267
H -1.61001 -1.89826 0.33379
H 0.48782 -5.12287 2.53725
H 2.63725 -5.85009 1.52831
H 3.75081 -4.40111 -0.14734
H 1.47690 -0.99604 -1.87425
H 3.18046 -0.51932 -2.08246
H 2.36979 -0.24461 -0.52031
H 0.57114 -1.58268 0.15649
H -0.24270 -0.32922 1.74411
H -1.38743 -0.54774 3.07369
H 0.50349 0.97847 -3.21320
H -1.16783 0.90938 -2.64084
H -0.48806 2.43973 -3.18866
*
```

The total energy is -30812.764 eV. The value obtained for the HOMO-LUMO gap is 8.821 eV. For the HOMO energy, the calculation gives -0.3082 hartree.

ORCA calculation (wB97M-V/def2-TZVPD) on an isolated molecule of C21H29N3O6S in a non-equilibrium geometry.

Geometry as ORCA input:
```
! wB97M-V def2-TZVPD RIJCOSX def2/J DEFGRID3
* xyz 0 1
C 1.77427 -0.79844 -3.17365
C 0.98033 -1.13295 -4.42616
O -0.26623 -0.47182 -4.36155
C -1.15544 -0.78796 -5.40914
C -1.92623 -2.09822 -5.19172
C -3.05471 -1.92629 -4.16864
N -2.56827 -1.36774 -2.93444
C -2.76892 -0.08076 -2.61611
O -3.55536 0.65690 -3.19197
C -1.96499 0.41498 -1.45344
C -2.17551 1.70909 -1.09630
N -1.52704 2.36678 -0.11402
C -1.86205 3.76048 0.11793
C -0.93032 4.69259 -0.65230
C -0.50750 1.73608 0.55836
C 0.25734 2.38818 1.54198
C 1.27337 1.72757 2.19113
C 1.56157 0.40748 1.87042
S 2.88001 -0.40501 2.76028
O 3.90192 0.55563 3.05497
O 3.24804 -1.61616 2.08644
N 2.08099 -0.73670 4.21078
C 2.97256 -0.89353 5.34631
C 2.11965 -1.00043 6.61006
O 1.22349 -2.08437 6.52377
C 0.37458 -1.95650 5.40959
C 1.17002 -1.85870 4.10510
C 0.83334 -0.25365 0.91612
C -0.21376 0.39098 0.25091
C -0.96740 -0.37032 -0.76121
O -0.73042 -1.56004 -0.96252
H 1.87068 0.27940 -3.07308
H 2.76356 -1.24328 -3.23072
H 1.26113 -1.18565 -2.29871
H 0.84347 -2.22150 -4.49597
H 1.52265 -0.80317 -5.32827
H -0.60704 -0.83252 -6.36188
H -1.86237 0.04542 -5.45045
H -2.35327 -2.42505 -6.14055
H -1.23636 -2.86982 -4.84436
H -3.80795 -1.23436 -4.55459
H -3.52550 -2.89471 -3.96906
H -1.82440 -1.85371 -2.43999
H -2.93161 2.26054 -1.64045
H -2.88985 3.91479 -0.21715
H -1.82689 3.97011 1.18885
H 0.10356 4.54940 -0.34871
H -1.00481 4.49467 -1.71876
H -1.20858 5.72693 -0.47050
H 0.06521 3.41706 1.79646
H 1.87563 2.21709 2.93904
H 3.62459 -0.02134 5.37489
H 3.58410 -1.80067 5.23786
H 2.74500 -1.19033 7.48331
H 1.56019 -0.06357 6.75076
H -0.26163 -2.84268 5.40636
H -0.24814 -1.05480 5.51600
H 0.50064 -1.67890 3.26270
H 1.72410 -2.79104 3.92911
H 1.06655 -1.27546 0.65691
*
```

The total energy is -49838.437 eV. The value obtained for the HOMO-LUMO gap is 8.677 eV. For the HOMO energy, the calculation gives -0.3229 hartree.

ORCA calculation (wB97M-V/def2-TZVPD) on an isolated molecule of C21H29N3OS2.

Geometry as ORCA input:
```
! wB97M-V def2-TZVPD RIJCOSX def2/J DEFGRID3
* xyz 0 1
C -6.27037 2.48436 1.41497
O -5.42875 2.66389 0.30276
C -4.21975 2.03104 0.29415
C -3.74271 1.20506 1.30631
C -2.50071 0.61018 1.18050
C -1.70563 0.81729 0.05454
N -0.48759 0.12965 0.01653
C 0.67172 0.43648 -0.60600
S 0.83119 1.61802 -1.76193
N 1.74484 -0.32211 -0.23522
C 1.84231 -1.00690 1.03954
C 1.76060 -2.54042 0.93128
C 0.38642 -3.13084 1.24908
N -0.70412 -2.64620 0.41139
C -0.53745 -3.03399 -0.98716
C -1.67123 -2.49518 -1.85504
C -3.01395 -3.00742 -1.34885
C -3.15996 -2.61780 0.11701
C -1.97713 -3.14619 0.92242
C 3.00219 -0.20752 -0.95676
C 3.97296 0.70806 -0.28289
C 3.92121 2.06231 -0.17225
C 4.99741 2.59968 0.56946
C 5.85411 1.64806 1.01549
S 5.36330 0.06885 0.54412
C -2.19085 1.64262 -0.95882
C -3.42569 2.24088 -0.83366
H -7.16176 3.07463 1.20833
H -5.80366 2.84697 2.33760
H -6.55446 1.43312 1.53990
H -4.32358 1.01472 2.19580
H -2.13815 -0.02692 1.97608
H -0.52897 -0.80201 0.45184
H 2.81550 -0.74114 1.46649
H 1.07841 -0.63213 1.72399
H 2.08561 -2.84778 -0.06387
H 2.46052 -2.97964 1.64594
H 0.13469 -2.87721 2.28520
H 0.46433 -4.23193 1.18872
H 0.40692 -2.62511 -1.35084
H -0.49606 -4.13402 -1.07728
H -1.50360 -2.80832 -2.88738
H -1.66442 -1.40509 -1.82592
H -3.82891 -2.58101 -1.93564
H -3.05642 -4.09525 -1.44880
H -3.19902 -1.53067 0.19698
H -4.08218 -3.02509 0.53659
H -2.07325 -2.82965 1.96633
H -1.99083 -4.25051 0.90407
H 2.77075 0.17735 -1.95447
H 3.44142 -1.20601 -1.04603
H 3.13972 2.65237 -0.61571
H 5.12742 3.65085 0.75598
H 6.74983 1.76738 1.59211
H -1.60139 1.81646 -1.84295
H -3.80554 2.87894 -1.61613
*
```

The total energy is -50436.041 eV. The value obtained for the HOMO-LUMO gap is 8.296 eV. For the HOMO energy, the calculation gives -0.2815 hartree.

ORCA calculation (wB97M-V/def2-TZVPD) on an isolated molecule of C21H29N5O2.

Geometry as ORCA input:
```
! wB97M-V def2-TZVPD RIJCOSX def2/J DEFGRID3
* xyz 0 1
C 6.13857 1.87197 -0.51710
O 4.89730 1.39203 -0.06801
C 4.53138 0.10604 -0.38814
C 5.27824 -0.70528 -1.22378
C 4.89909 -2.01587 -1.47703
C 3.76118 -2.51751 -0.88404
C 2.99310 -1.70760 -0.06440
C 3.33838 -0.38311 0.20012
N 2.61956 0.41937 1.08109
C 2.19440 1.74099 0.67245
C 0.82782 1.68002 -0.02172
N -0.14778 1.14112 0.90707
C -1.54259 1.29522 0.54374
C -2.01661 2.73883 0.73519
C -3.51657 2.81408 0.46559
C -3.81985 2.30377 -0.94094
N -3.32255 0.94995 -1.10085
C -4.20343 -0.04924 -1.29256
O -5.39255 0.14380 -1.45105
C -3.64604 -1.47783 -1.39060
N -3.03002 -1.92437 -0.16920
C -2.12608 -2.91775 -0.03775
C -1.89377 -3.07203 1.30873
C -2.71973 -2.11651 1.91472
N -3.39690 -1.43584 1.00998
C -1.90005 0.84290 -0.89288
C 0.22977 -0.20584 1.28851
C 1.61695 -0.16277 1.94266
H 6.24095 2.86534 -0.08172
H 6.96443 1.24082 -0.17363
H 6.17344 1.95367 -1.60921
H 6.18223 -0.33133 -1.67770
H 5.50263 -2.63086 -2.12668
H 3.45605 -3.53824 -1.06075
H 2.10220 -2.12725 0.37484
H 2.93166 2.18184 0.00741
H 2.10703 2.36012 1.57038
H 0.53022 2.68654 -0.31628
H 0.92504 1.05645 -0.92965
H -2.11914 0.66567 1.23123
H -1.78971 3.05694 1.75268
H -1.49095 3.40445 0.04769
H -3.87046 3.84113 0.56246
H -4.05077 2.19510 1.18801
H -4.89401 2.28331 -1.12804
H -3.33559 2.94469 -1.68698
H -2.92654 -1.55036 -2.21233
H -4.50774 -2.11482 -1.62518
H -1.72326 -3.43032 -0.88853
H -1.22985 -3.76323 1.78534
H -2.84313 -1.89995 2.95734
H -1.55262 -0.17515 -1.05730
H -1.40168 1.50034 -1.61656
H -0.49762 -0.58766 2.00748
H 0.24926 -0.88806 0.42014
H 1.92736 -1.15789 2.26113
H 1.54991 0.47747 2.82889
*
```

The total energy is -33792.567 eV. The value obtained for the HOMO-LUMO gap is 8.108 eV. For the HOMO energy, the calculation gives -0.2740 hartree.